A structure of composition C29H36N2O2Pb in a non-equilibrium geometry, computed with the ωB97M-V functional and the def2-TZVPD basis.

Output
Electronic energy: -42965.1158 eV
HOMO-LUMO gap (alpha / beta): 5.52 / 4.92 eV
LUMO level (alpha / beta): -8.34 / -8.86 eV
Multiplicity: 1
Net charge: +2

The geometry in XYZ format:
```
70
Properties=species:S:1:pos:R:3:forces:R:3:nbo_charge:R:1
Pb 0.6392 0.2145 1.3454 0.32 -0.38 0.43 1.579
C 1.3988 -4.5914 0.2642 -0.17 -0.05 0.23 -0.591
C 0.2550 -4.0996 1.1673 0.17 -0.09 -0.08 -0.254
C 0.7661 -3.0663 2.1682 -0.07 -0.22 -0.02 -0.596
C -0.9113 -3.6760 0.3090 0.18 0.60 -0.46 0.002
C -1.9050 -4.6085 0.0678 -0.25 0.00 -0.12 -0.201
C -2.8848 -4.4110 -0.8928 0.21 0.22 0.03 -0.148
C -2.8773 -3.2535 -1.6557 -0.05 -0.34 0.30 -0.212
C -1.9130 -2.2840 -1.4677 0.72 0.20 0.61 -0.001
C -2.0366 -0.9635 -2.1807 -0.25 0.06 -0.20 -0.246
C -3.1598 -0.1697 -1.5008 0.30 0.05 -0.09 -0.596
C -2.3071 -1.1471 -3.6737 0.18 0.22 0.12 -0.601
C -0.9094 -2.4861 -0.4742 -1.75 -1.89 -0.33 0.115
N 0.1382 -1.6061 -0.3762 1.49 1.72 -0.16 -0.479
C 0.8865 -1.4337 -1.4359 -0.75 -0.99 0.25 0.074
C 1.9768 -0.5692 -1.4627 0.76 0.52 -0.02 0.188
C 3.0674 -0.6043 -2.3856 0.10 0.23 0.17 -0.200
C 3.9563 0.3233 -1.9460 -0.29 -0.44 -0.32 -0.221
C 3.3688 0.9592 -0.7811 -0.21 -0.07 0.03 0.420
N 2.1960 0.3907 -0.4995 -0.17 0.28 0.24 -0.683
C 3.9922 2.0932 -0.0580 0.36 0.34 0.44 -0.130
C 2.9987 2.8681 0.8002 -0.09 -0.21 -0.35 -0.588
C 5.1102 1.5335 0.8526 -0.22 -0.01 -0.22 -0.585
C 4.5893 3.0557 -1.0984 -0.13 -0.13 0.07 -0.595
H 2.1984 -4.9982 0.8781 0.15 -0.04 0.00 0.228
H 1.8054 -3.7764 -0.3338 0.07 0.03 -0.04 0.183
H 1.0503 -5.3736 -0.4067 0.02 -0.03 -0.05 0.230
H -0.0875 -4.9669 1.7395 -0.02 0.11 0.01 0.231
H 1.4445 -2.3571 1.6908 0.13 0.00 -0.02 0.170
H 1.3335 -3.5723 2.9467 0.05 0.08 0.08 0.246
H -0.0612 -2.5383 2.6392 -0.09 0.12 0.15 0.208
H -1.8870 -5.5417 0.6084 0.01 -0.10 0.15 0.230
H -3.6416 -5.1605 -1.0535 -0.09 -0.12 -0.04 0.236
H -3.6382 -3.1139 -2.4036 -0.16 0.08 -0.11 0.230
H -1.1113 -0.3879 -2.0646 -0.21 -0.05 -0.12 0.187
H -4.1019 -0.7050 -1.5728 -0.15 -0.04 -0.04 0.221
H -3.2706 0.8069 -1.9641 -0.08 0.15 -0.08 0.216
H -2.9202 -0.0367 -0.4492 -0.09 0.01 0.10 0.195
H -3.2973 -1.5566 -3.8549 -0.07 -0.04 -0.03 0.217
H -1.5723 -1.8123 -4.1215 0.03 -0.06 -0.11 0.215
H -2.2514 -0.1841 -4.1751 -0.04 0.07 -0.11 0.223
H 0.7406 -2.0706 -2.3074 -0.11 -0.02 0.02 0.231
H 3.1472 -1.2777 -3.2151 0.08 -0.11 -0.25 0.257
H 4.9094 0.5529 -2.3752 0.23 0.10 -0.07 0.257
H 2.5985 2.2546 1.6086 0.01 0.02 0.12 0.180
H 2.1732 3.2144 0.1834 -0.07 0.09 0.07 0.223
H 3.4876 3.7310 1.2458 0.07 -0.01 0.08 0.241
H 4.6826 0.9326 1.6524 0.02 -0.09 0.10 0.210
H 5.6492 2.3668 1.2928 0.08 0.10 0.07 0.239
H 5.8158 0.9250 0.2977 0.15 -0.10 -0.08 0.225
H 3.8305 3.3229 -1.8302 0.00 0.15 -0.14 0.219
H 5.4390 2.6227 -1.6130 0.14 -0.05 -0.11 0.223
H 4.9260 3.9612 -0.6021 0.05 0.07 0.05 0.237
C -0.5449 4.7843 1.4904 0.23 0.02 -0.08 -0.724
C -0.8624 3.3232 1.4276 0.86 0.43 -0.12 0.639
O 0.0473 2.5476 1.1052 -0.60 0.18 -0.03 -0.661
C -2.2089 2.8858 1.7726 -0.77 0.12 0.20 -0.239
C -3.1983 3.8098 2.1073 1.29 -0.34 -0.42 -0.052
C -4.4851 3.4181 2.4494 -0.62 -0.36 0.13 -0.088
C -4.8357 2.0628 2.4489 0.02 -0.07 -0.03 -0.190
C -3.9035 1.1194 2.1196 -0.29 -0.08 0.20 -0.138
C -2.5460 1.4739 1.7919 0.36 -0.60 -0.03 0.459
O -1.7308 0.5296 1.5660 -0.75 0.63 0.03 -0.632
H 0.5030 4.9426 1.2512 -0.02 -0.07 -0.02 0.257
H -0.7341 5.1718 2.4891 -0.08 0.07 0.08 0.259
H -1.1528 5.3435 0.7826 -0.11 0.08 -0.04 0.260
H -2.9753 4.8639 2.0974 0.08 0.10 0.01 0.234
H -5.2214 4.1617 2.7172 -0.01 0.07 0.00 0.250
H -5.8383 1.7662 2.7155 -0.08 -0.03 0.02 0.258
H -4.1394 0.0668 2.1421 0.00 -0.13 -0.07 0.250
```
Forces are in eV/Å.